(1)
51
Properties=species:S:1:pos:R:3 method="wB97M-V/def2-TZVPD" smiles="CCOC(=O)[C@@H]1C(=O)C=C(N2CCOCC2)C[C@H]1c1cccc(OC)c1" e_homo_ev=-8.0 e_above_lowest_kcal_mol=58.3 total_charge=0 orbital_gap_ev=8.7
C -2.56950 -4.96258 -0.58073
C -3.28158 -3.96856 0.32473
O -2.92182 -2.62715 -0.00753
C -1.77655 -2.15911 0.48221
O -1.08804 -2.74843 1.27962
C -1.46620 -0.80639 -0.12050
C -0.63586 -1.11814 -1.38022
O -1.20087 -1.43343 -2.41208
C 0.78476 -1.06884 -1.24225
C 1.44929 -0.74456 -0.09824
N 2.80292 -0.75309 -0.00879
C 3.69854 -0.69186 -1.14446
C 4.49484 0.62101 -1.07383
O 5.20453 0.73922 0.13690
C 4.33645 0.66560 1.24384
C 3.55363 -0.65418 1.22426
C 0.67817 -0.38076 1.13926
C -0.73098 0.13530 0.83848
C -0.76679 1.54295 0.28370
C 0.31835 2.15293 -0.32310
C 0.20434 3.44238 -0.82134
C -0.98288 4.13261 -0.72382
C -2.08663 3.53123 -0.11644
O -3.21785 4.28648 -0.06162
C -4.37664 3.72709 0.50641
C -1.96627 2.24330 0.38593
H -2.75492 -4.71207 -1.62223
H -1.49794 -4.92822 -0.39914
H -2.93118 -5.96732 -0.38116
H -3.02927 -4.15532 1.37425
H -4.36364 -4.01346 0.18654
H -2.41046 -0.37290 -0.45930
H 1.31313 -1.35190 -2.13955
H 4.39171 -1.54008 -1.10638
H 3.14833 -0.72165 -2.08066
H 3.80095 1.46892 -1.18669
H 5.24064 0.65985 -1.86890
H 3.63443 1.51443 1.23021
H 4.96654 0.73270 2.13184
H 4.27483 -1.48115 1.24610
H 2.91065 -0.73819 2.09568
H 0.58251 -1.27412 1.76205
H 1.20155 0.38998 1.70840
H -1.28334 0.14238 1.78724
H 1.25651 1.63283 -0.42411
H 1.05557 3.91039 -1.29360
H -1.08745 5.13448 -1.10786
H -5.14687 4.49151 0.41664
H -4.69533 2.82871 -0.03189
H -4.23050 3.48545 1.56450
H -2.80383 1.76176 0.86767

=====

(2)
54
Properties=species:S:1:pos:R:3 method="wB97M-V/def2-TZVPD" smiles="COC(=O)c1sc(N)c(C(=O)OC)c1COC(=O)[C@@]12C[C@@H]3C[C@@H](C[C@@](O)(C3)C1)C2" e_homo_ev=-8.1 e_above_lowest_kcal_mol=2.6 total_charge=0 orbital_gap_ev=8.6
C 6.22878 2.96304 0.00324
O 5.51438 1.75649 0.21723
C 4.49451 1.47807 -0.61559
O 4.16773 2.18215 -1.54474
C 3.87591 0.21888 -0.24854
S 4.59806 -0.70716 1.04546
C 3.35046 -1.89516 0.92948
N 3.30408 -2.96944 1.72107
C 2.43807 -1.60165 -0.09052
C 1.37484 -2.54643 -0.39058
O 1.11194 -3.51575 0.30472
O 0.71911 -2.29725 -1.53152
C -0.30656 -3.21370 -1.86993
C 2.73738 -0.36939 -0.73649
C 1.87471 0.28035 -1.77424
O 0.49954 0.33337 -1.39064
C 0.21167 0.80958 -0.18176
O 1.03346 1.22304 0.59713
C -1.27370 0.71999 0.13825
C -1.73932 2.05048 0.74089
C -3.20394 1.93406 1.15830
C -3.35523 0.82954 2.20342
C -2.89256 -0.49820 1.60553
C -3.74373 -0.83513 0.38232
C -3.59948 0.27455 -0.66678
O -4.42459 0.02356 -1.79178
C -4.05750 1.60298 -0.06375
C -2.12591 0.38121 -1.08273
C -1.42583 -0.38750 1.19407
H 6.10308 3.59994 0.87947
H 7.28250 2.71640 -0.12881
H 5.84340 3.46733 -0.88524
H 4.00035 -3.13076 2.42469
H 2.51753 -3.59576 1.57741
H -1.05339 -3.26652 -1.07377
H 0.10855 -4.21300 -2.02029
H -0.75012 -2.84361 -2.79096
H 1.87850 -0.29839 -2.70080
H 2.24363 1.29285 -1.96217
H -1.62287 2.84656 0.00231
H -1.11155 2.29438 1.59932
H -3.53484 2.88760 1.58250
H -2.75640 1.06693 3.08481
H -4.39890 0.75285 2.51510
H -2.99698 -1.29409 2.35120
H -3.42629 -1.79092 -0.04583
H -4.79488 -0.92754 0.66343
H -4.14168 -0.79993 -2.20451
H -3.96936 2.38279 -0.82133
H -5.11064 1.52188 0.20915
H -2.02098 1.15558 -1.84486
H -1.79484 -0.56350 -1.51996
H -0.80563 -0.14618 2.05948
H -1.07444 -1.33948 0.78818

=====

(3)
57
Properties=species:S:1:pos:R:3 method="wB97M-V/def2-TZVPD" spin_multiplicity=3 e_homo_ev="-9.5 / -9.4" total_charge=+1 orbital_gap_ev="5.7 / 5.6"
V -0.23744 0.02901 0.58641
N 1.50246 -0.22569 1.57521
C 2.33556 0.62371 0.72841
C 1.69536 2.00851 0.51921
N 0.35276 1.84511 -0.02489
C -0.63754 2.76651 0.51871
C -1.96944 2.02251 0.72801
N -1.79464 0.84591 1.57511
H 1.84026 -1.21489 1.56591
H 1.43416 0.14681 2.55011
H 3.32656 0.73571 1.18071
H 2.47026 0.13271 -0.24229
H 1.68926 2.52581 1.48651
H 2.30596 2.60991 -0.16309
H 0.35456 1.85011 -1.07119
H -0.32874 3.18191 1.48591
H -0.77794 3.61171 -0.16389
H -2.70534 2.69571 1.18011
H -2.36684 1.70421 -0.24259
H -1.52034 1.10731 2.54991
H -2.64934 0.24411 1.56611
Se 0.55856 -3.19629 2.98831
Se -1.64074 -2.29159 3.11251
C -0.93484 -0.57109 3.58881
C -1.08604 -0.09119 4.89361
C -0.56874 1.16301 5.22401
C 0.09176 1.91951 4.25361
C 0.22456 1.40601 2.96091
N -0.28734 0.18271 2.65861
C 0.52096 -3.13679 1.06941
C 0.61816 -4.32149 0.33241
C 0.59506 -4.26149 -1.06259
C 0.47406 -3.02649 -1.70289
C 0.37776 -1.86469 -0.93259
N 0.40366 -1.94399 0.42481
H -1.59944 -0.68169 5.64141
H -0.67964 1.54791 6.22951
H 0.49616 2.89261 4.50001
H 0.73356 1.97961 2.19811
H 0.71316 -5.27579 0.83401
H 0.67156 -5.16999 -1.64589
H 0.45556 -2.96969 -2.78349
H 0.28336 -0.90039 -1.41349
O 0.78276 0.62131 -2.46189
B -0.23744 0.02901 -1.62639
O -1.25764 -0.56369 -2.46159
C -0.83174 -0.31679 -3.70809
C -1.46214 -0.68329 -4.89609
C -0.84744 -0.32669 -6.10939
C 0.37286 0.38211 -6.10959
C 0.98746 0.73941 -4.89639
C 0.35696 0.37351 -3.70829
H -2.39784 -1.22669 -4.88469
H -1.31304 -0.59739 -7.04809
H 0.83846 0.65221 -7.04839
H 1.92316 1.28281 -4.88529
H -1.65504 -1.00139 0.58641

=====

(4)
91
Properties=species:S:1:pos:R:3 method="wB97M-V/def2-TZVPD" e_homo_ev=-8.1 total_charge=0 orbital_gap_ev=7.8
C 2.64985 -4.36225 -2.75437
C 1.68659 -4.15559 -3.92658
F 2.43268 -4.27295 -5.08154
C 1.08210 -2.75370 -3.80900
P -0.52583 -2.50186 -4.70614
C -1.92390 -2.90563 -3.54326
C -2.34979 -4.38250 -3.87071
C -2.88888 -5.20872 -2.57637
O -3.67198 -4.64196 -3.82443
H 3.47149 -3.65848 -2.88439
H 3.05813 -5.36821 -2.72555
H 2.13943 -4.12919 -1.82338
H 0.92977 -4.93606 -3.87485
H 1.76524 -2.00542 -4.20134
H 0.96722 -2.54999 -2.74518
H -0.50902 -3.48105 -5.73609
H -2.81423 -2.31856 -3.71906
H -1.59331 -2.94578 -2.51485
H -1.75178 -4.93229 -4.58071
H -3.70135 -5.93803 -2.47397
H -2.15943 -6.03193 -2.89217
C 1.71266 -1.78264 0.59619
Br 0.24928 -2.48621 -0.44939
Br 3.42062 -2.17850 -0.20682
Br 1.50343 0.10112 0.93965
H 1.68764 -2.28684 1.55383
C 2.29359 3.47757 3.70913
Br 1.21862 4.56809 4.87671
Br 2.43328 1.66695 4.35458
Br 1.65721 3.55288 1.88949
H 3.29125 3.89208 3.71628
C -1.06708 3.20289 -1.48151
Br 0.73965 2.62773 -1.83956
Br -2.07453 1.83692 -0.57479
Br -1.12206 4.87954 -0.53099
H -1.53748 3.36690 -2.44106
C 4.79566 -6.19754 -6.67027
Br 6.39303 -5.40056 -5.94930
Br 5.09201 -6.91698 -8.43437
Br 4.05666 -7.51519 -5.47467
H 4.06167 -5.41046 -6.76553
C 3.25842 8.01988 6.59146
Br 1.75678 7.26470 7.53633
Br 4.43658 6.64972 5.91512
Br 2.69240 9.22673 5.19918
H 3.82302 8.60066 7.30531
C -2.61568 2.72973 5.82760
Br -2.76727 3.74346 4.19577
Br -1.28442 1.34500 5.68112
Br -2.30364 3.86950 7.35002
H -3.56649 2.24352 5.98824
C -4.36505 0.44505 -4.28279
Br -4.53701 -0.79989 -5.74360
Br -2.52324 0.62016 -3.75363
Br -5.16978 2.15156 -4.67865
H -4.90155 0.02607 -3.44415
C -6.30795 3.58691 8.65559
Br -6.26112 2.62879 6.97873
Br -5.39183 2.63363 10.05649
Br -5.64208 5.38087 8.45571
H -7.34481 3.66313 8.94723
C -7.29155 8.42261 6.39181
Br -7.61066 9.81469 5.09868
Br -7.99075 8.88211 8.12867
Br -7.95531 6.72069 5.78210
H -6.22069 8.32534 6.49634
C 10.21928 -7.57043 -6.60140
Br 9.74813 -6.27305 -7.94967
Br 11.22053 -6.77040 -5.16109
Br 8.67712 -8.52979 -5.95221
H 10.86576 -8.29479 -7.07316
C 8.27723 4.31795 5.40845
Br 6.52152 4.26993 4.61140
Br 9.58003 3.42118 4.30938
Br 8.81342 6.11912 5.83192
H 8.21753 3.77538 6.33999
C 1.65090 -5.04689 3.87195
Br 0.19191 -5.75025 2.82891
Br 3.35835 -5.44286 3.07183
Br 1.44070 -3.15863 4.21531
H 1.62579 -5.54603 4.82906
C -2.66829 -0.99491 -9.49567
Br -2.52498 -1.93766 -11.17204
Br -1.69481 -1.88210 -8.08827
Br -2.14406 0.85132 -9.66504
H -3.71135 -1.00381 -9.21527
C -7.41404 3.95555 2.86027
Br -6.47977 2.27477 3.01683
Br -6.21016 5.45184 2.98943
Br -8.48189 4.03283 1.25832
H -8.09326 4.01953 3.69846

=====

Number 1: E_tot -32872.9108 eV, M 359.42 g/mol. Number 2: E_tot -47805.8047 eV, M 423.49 g/mol. Number 3: E_tot -189748.9274 eV, M 588.14 g/mol. Number 4: E_tot -2976989.1736 eV, M 3688.37 g/mol.